[1]
Molecular formula: C21H28F3O4S
Method: DFT, the ωB97M-V functional and the def2-TZVPD basis

Structure (XYZ):
```
57
Properties=species:S:1:pos:R:3
C 1.7999 -2.8471 -0.7511
C -0.4019 1.1709 1.7386
C 1.8343 -2.8722 -3.5297
H -2.9288 2.0241 -0.5220
C 2.5207 -4.5385 1.4712
F -1.6746 -1.1527 2.5670
H 0.3565 3.3415 0.8826
O 1.2146 -3.8514 1.3152
C 2.8492 -2.1919 -2.8277
H -2.8630 2.3624 1.2194
H -2.3420 4.4376 -0.0756
C 2.8492 -2.2064 -1.4340
H 3.4278 -4.0608 1.0205
C 1.8022 -2.8203 0.6938
H 0.3397 3.1005 3.5746
C -2.2629 2.3396 0.2878
C -0.5021 0.3732 -3.0301
H 0.5840 0.4971 -3.1841
H -2.1556 4.3420 2.2527
O -0.9759 1.1724 -1.9294
F -3.8376 -0.7659 2.0867
H -0.0812 4.9999 0.5746
C -1.0693 4.2018 2.3428
C -1.5815 3.6451 -0.0600
H -0.7248 -0.6796 -2.8058
C -0.4826 4.0435 0.9155
H 1.8856 -2.9234 -4.6208
F -2.7755 -2.5131 1.2450
C -0.2770 0.9746 -0.7730
O 0.8921 0.6591 -0.7283
H -1.1444 3.5244 -1.0512
H -0.1560 -3.7838 -0.9117
C -1.2485 0.8613 -4.2510
H -0.1007 -3.8872 -3.3817
H 3.4773 -1.7442 1.5191
C -0.7480 3.1078 3.3674
H 2.0419 -0.7616 0.9299
C 0.7239 -3.4348 -1.4524
H -0.9265 1.8871 -4.5040
H -1.2649 3.3532 4.3099
H -0.7910 0.9597 3.7743
S -2.1635 -0.3593 0.1060
C 2.3713 -1.6793 1.4503
H 1.9735 -1.6291 2.4673
H -0.6825 5.1478 2.7459
C -1.2433 1.1884 0.4249
C 0.7386 -3.4446 -2.8405
H -2.3389 0.8706 -4.1062
H 2.3771 -5.4795 0.9729
O 0.7293 0.7935 1.7728
C -1.1345 1.6590 2.9931
C -2.6240 -1.2040 1.5964
H 3.6363 -1.6330 -3.3256
H 3.5982 -1.6921 -0.8509
H -2.2118 1.4527 2.8898
H 2.7038 -4.5390 2.5425
H -1.0123 0.2040 -5.1036
```

Results
E_tot	-1815.62409	hartree
highest occupied orbital energy	-0.28	eV
HOMO-LUMO gap	2.710	eV
net charge	-1
E_LUMO	2.4	eV

=====

[2]
Molecular formula: C21H28F5N2O3
Method: DFT, the ωB97M-V functional and the def2-TZVPD basis

Structure (XYZ):
```
59
Properties=species:S:1:pos:R:3
H -2.6025 -1.4883 -4.2749
H -1.1197 4.3955 2.4773
C -0.0377 0.6970 0.0778
C -2.1110 3.4714 4.1825
C -0.5366 0.0678 -1.0683
H -1.9261 0.1675 -2.6869
C 0.3901 -1.6339 -5.6426
C -2.0784 1.8822 -1.3839
C -1.8532 -2.0204 -4.8636
N 3.2748 -0.7826 0.5099
H -0.0484 3.5228 3.5751
F 6.2496 -0.8623 0.8919
F 5.4120 0.4096 2.4191
H 1.1372 -0.8430 -5.5692
O -1.9515 2.0593 4.2270
F 4.4185 -2.0896 3.5648
H -0.0218 -0.9776 3.8456
H -2.9500 1.8003 2.4110
H -0.2898 -1.0271 -7.5973
C 4.5678 -1.7886 2.2751
H -2.1696 3.8142 5.2132
C 0.0991 -1.9187 -7.1046
H 2.1677 0.0917 -0.8739
C -2.8512 1.3464 3.3970
F 4.7943 -2.9088 1.5880
H -0.1418 2.3829 1.3870
C -2.4355 -0.0902 3.3126
C 5.8002 -0.8398 2.1298
H -3.0425 3.7476 3.6951
H -0.8430 -3.9479 -4.7870
O -0.7296 -1.1555 -4.9119
H 1.0128 -2.2263 -7.6129
H 2.2651 -1.2761 3.6525
C -0.1114 -0.1940 3.0866
O -1.3384 -0.3271 2.4263
N 2.1662 -0.2045 0.0986
H -2.8681 2.3571 -1.9438
C -1.5737 -3.3686 -4.2223
C 1.0577 0.0379 0.7981
H -0.0022 0.7626 3.6089
F 6.7565 -1.1795 2.9548
C -0.9241 4.1652 3.5225
H -1.9599 3.4621 0.0735
H -0.6332 -2.7168 -7.2301
H -1.1856 -3.2395 -3.2095
H -3.2747 -0.6856 2.9668
C -1.5671 2.5072 -0.2440
H -0.6744 5.0875 4.0353
H -0.1420 -0.8816 -1.4026
H -2.2789 -2.1496 -5.8633
H -2.1963 -0.4444 4.3165
C -1.5635 0.6588 -1.7983
H -3.8522 1.3645 3.8459
C -0.5558 1.9232 0.5030
C 1.0541 -0.3660 2.1515
C 3.2884 -1.1290 1.7651
H 0.8165 -2.5171 -5.1535
C 2.2038 -0.9472 2.6285
H -2.4908 -3.9551 -4.1697
```

Results
E_tot	-1651.27644	hartree
highest occupied orbital energy	-11.88	eV
HOMO-LUMO gap	7.143	eV
net charge	+1
E_LUMO	-4.7	eV

=====

[3]
Molecular formula: C21H28FN5O3S
Method: DFT, the ωB97M-V functional and the def2-TZVPD basis

Structure (XYZ):
```
59
Properties=species:S:1:pos:R:3
C -1.5723 -1.9441 -1.7309
C -0.7014 -2.6272 -0.9084
C -4.6949 0.2071 0.0663
C -0.0052 3.6192 1.8781
H 4.1365 -3.9360 -3.9249
H 0.6555 0.2669 4.8503
H -5.3915 0.6549 0.7738
C 0.1634 -0.6316 2.9400
H 2.4649 -4.1725 -3.4043
H -1.7069 0.9117 1.7813
H 3.4870 -2.9993 -2.5729
H 0.5679 -1.6030 3.2298
H 1.8845 0.5237 3.5787
H 3.6002 -1.6076 -4.6161
H 1.0997 -1.0420 -4.8279
N 0.2056 1.7363 3.4488
S 0.6503 0.5859 -2.4799
N 2.7675 -0.7882 -2.0626
F 0.2812 -3.3763 -1.4554
H -4.2094 0.9981 -0.5137
C 1.7698 -0.7341 -2.8629
C -1.8437 -1.8483 1.0510
C -1.8607 0.6418 2.8411
H -5.2441 -0.4572 -0.6079
H -0.0580 4.4845 2.5434
C -1.9556 -1.7711 2.5574
C -2.5979 -1.2125 -1.1584
C -2.7524 -1.1671 0.2227
H 1.6779 4.3138 0.7136
H -1.0172 3.2696 1.6776
C 0.6381 4.0323 0.5479
H -0.1179 -3.1222 1.0792
C 1.5339 -1.6346 -4.0182
N 2.7800 0.1453 -1.1190
C 1.7733 0.9492 -1.1887
H 2.2768 2.1151 0.4121
C 0.5604 2.8820 -0.4380
H -3.2740 -0.6816 -1.8077
H -1.3404 1.4309 4.7724
C -0.8207 -2.5774 0.4682
H -1.5329 -2.6784 2.9969
O 2.0140 2.4022 2.3007
H 0.7985 -2.3904 -3.7292
C 3.2523 -3.4345 -3.5388
H -3.0084 -1.7005 2.8388
H -1.6659 2.6883 3.5699
O -3.7658 -0.5029 0.8505
H -2.9329 0.5907 3.0335
C 2.8025 -2.3425 -4.4998
O -0.3519 2.7214 -1.2210
H -1.4616 -1.9848 -2.8024
H 0.0891 4.8759 0.1287
N -1.2709 -0.6412 3.1697
C 0.8236 2.5316 2.5535
C 0.8164 0.4645 3.7883
C -1.2124 1.7111 3.7228
H 2.5975 -2.7797 -5.4801
N 1.6149 2.0208 -0.3586
H 0.4148 -0.4504 1.8797
```

Results
E_tot	-1814.59857	hartree
structure (SMILES)	CCCc1nnc(NC(=O)CCC(=O)N2CCN(Cc3cc(F)ccc3OC)CC2)s1
highest occupied orbital energy	-8.53	eV
HOMO-LUMO gap	9.061	eV
E_LUMO	0.5	eV

=====

[4]
Molecular formula: C21H28InN3O2
Method: DFT, the ωB97M-V functional and the def2-TZVPD basis

Structure (XYZ):
```
55
Properties=species:S:1:pos:R:3
H 1.9128 1.2619 0.5364
H -3.2708 1.6358 -2.1971
N 1.0803 -2.8528 5.9168
H -1.6707 0.9433 1.2026
H 3.2917 -0.3509 2.2470
C -1.6774 0.5523 3.4047
H -1.1304 -0.4080 -4.7714
H -1.5697 -0.7213 5.2667
O 0.2178 -1.2941 -3.3676
C -0.0358 -0.5967 -4.6555
O -0.2541 1.2167 -0.7173
H 0.5186 -0.0525 -2.1447
H -0.5524 1.7089 -3.6634
H -1.7396 -1.7455 0.9763
C -1.6306 0.2226 2.0317
H 1.0743 -3.2009 -3.0306
C 1.9250 0.5146 3.8023
H 1.2452 -0.7088 -6.3926
C 1.7435 1.1483 1.5993
H -1.5853 -2.7998 3.5332
C -1.5842 -0.6471 4.1683
H -0.4748 3.8438 -0.8352
C -2.4178 1.0671 -1.7628
N 0.2166 -1.5727 7.8740
H 2.5198 -2.3643 -5.3817
In 0.9691 -1.7493 1.4953
H 0.2889 1.8271 4.5129
C 0.6237 -1.3939 -5.7917
C 1.3230 -2.2453 -3.5299
H 0.4434 2.9328 -2.8640
H -0.1883 -1.7413 -6.4348
H 1.6733 1.2094 -1.6192
C 0.9054 1.4767 3.6971
C -0.1570 2.0308 -2.6961
H -1.7973 1.5524 3.8351
C 0.7637 1.8407 2.3325
H 0.0024 2.4938 1.9137
H 1.1531 -3.4977 -5.3156
C -1.3862 3.2639 -0.7013
H 2.2006 -1.8042 -3.0003
C 0.6217 1.0078 -1.8555
H 2.2648 0.0193 4.7048
C 1.4850 -2.4769 -5.0621
C 0.6112 -2.1456 6.9242
C 2.4297 0.2620 2.4943
C -1.5423 -1.2125 1.9165
H -2.2232 3.9125 -0.9786
H -1.4874 3.0449 0.3757
H 0.4763 0.3863 -4.6622
C -1.2055 1.9919 -1.5094
C 1.0000 -2.5077 4.7008
H -2.8302 0.5532 -0.8571
C -1.5493 -1.7357 3.2740
H -2.0518 0.2979 -2.4636
N 1.0312 -2.3934 3.5250
```

Results
E_tot	-1321.57855	hartree
highest occupied orbital energy (alpha / beta)	-7.66 / -7.48	eV
HOMO-LUMO gap (alpha / beta)	4.681 / 4.893	eV
E_LUMO (alpha / beta)	-3.0 / -2.6	eV

=====

| no. | F_max (eV/Å) |
| --- | --- |
| 1 | 6.79 |
| 2 | 0.85 |
| 3 | 1.74 |
| 4 | 2.67 |